[1]
Density functional theory data (ωB97M-V/def2-TZVPD) for a 12-piece molecular cluster, BF4H22O11 overall in a non-equilibrium geometry.

```
! RIJCOSX wB97M-V def2-TZVPD def2/J DEFGRID3
* xyz 0 2
B 0.498 -0.120 -0.145
F 0.502 0.861 -1.117
F 1.776 -0.589 0.049
F 0.043 0.468 1.008
F -0.211 -1.170 -0.639
O 1.391 -1.064 -3.140
H 1.108 -0.569 -2.371
H 0.638 -1.612 -3.362
O -3.115 -1.179 1.414
H -2.609 -1.988 1.491
H -2.485 -0.532 1.097
O 0.899 3.745 1.736
H 1.625 4.230 2.128
H 0.750 3.011 2.331
O -0.088 3.129 -3.270
H 0.369 2.600 -3.923
H 0.473 3.094 -2.496
O -1.213 -3.489 1.008
H -0.291 -3.234 1.036
H -1.283 -4.208 1.635
O -2.764 -2.532 -1.167
H -2.348 -2.867 -1.961
H -2.133 -2.714 -0.470
O 1.251 1.358 3.594
H 1.232 0.454 3.279
H 0.372 1.511 3.939
O -1.417 3.058 -0.076
H -0.868 2.388 -0.483
H -0.982 3.253 0.754
O -1.994 0.156 -2.293
H -2.481 -0.620 -2.018
H -1.317 0.264 -1.626
O 3.725 1.349 0.089
H 3.024 0.743 -0.152
H 3.373 1.840 0.832
O 1.520 -3.286 0.821
H 1.435 -2.341 0.697
H 1.595 -3.398 1.769
*
```

HOMO level (alpha / beta) = -10.834 / -10.834 eV
Kohn-Sham gap (alpha / beta) = 10.65 / 3.13 eV
LUMO level (alpha / beta) = -0.19 / -7.71 eV

---

[2]
Density functional theory data (ωB97M-V/def2-TZVPD) for C3H4Br2N2S as an isolated structure in a non-equilibrium geometry.

```
! RIJCOSX wB97M-V def2-TZVPD def2/J DEFGRID3
* xyz 0 1
C 0.397 -0.890 -0.966
C -0.081 0.837 0.850
C 0.562 -0.547 0.684
N -0.319 0.147 -1.358
N -0.888 0.992 -0.332
S 1.192 -2.059 -1.797
Br 2.432 -0.582 1.154
Br -0.493 -1.862 1.599
H -0.568 1.022 1.797
H 0.560 1.603 0.766
H -0.891 0.396 -2.208
H -1.903 0.943 -0.188
*
```

HOMO level = -8.602 eV
Kohn-Sham gap = 9.01 eV
LUMO level = 0.41 eV

---

[3]
Density functional theory data (ωB97M-V/def2-TZVPD) for one molecule with the formula C2H3NS3 in a non-equilibrium geometry.

```
! RIJCOSX wB97M-V def2-TZVPD def2/J DEFGRID3
* xyz 0 1
S -2.348 -0.678 -0.032
C -1.476 0.752 -0.082
N -0.129 0.423 -0.024
S 0.911 1.834 0.043
C 0.356 -0.834 0.303
S 1.942 -1.372 -0.110
H -1.702 1.800 -0.433
H 1.895 0.703 0.000
H -0.648 -1.518 0.854
*
```

SMILES string = S=CN(S)C=S
HOMO level = -8.740 eV
Kohn-Sham gap = 7.09 eV
LUMO level = -1.65 eV

---

[4]
Density functional theory data (ωB97M-V/def2-TZVPD) for a 7-piece molecular cluster, H14O7 overall in a non-equilibrium geometry.

```
! RIJCOSX wB97M-V def2-TZVPD def2/J DEFGRID3
* xyz 0 1
O -0.575 0.658 0.693
H -0.299 1.317 0.019
H -1.445 0.445 0.364
O 1.587 -0.686 1.584
H 1.403 -1.015 0.740
H 2.552 -0.897 1.858
O 2.531 2.699 -0.782
H 1.936 3.194 -1.372
H 3.304 3.256 -0.670
O -4.390 0.807 -0.697
H -3.476 0.585 -1.047
H -4.909 0.089 -0.815
O -3.349 -0.161 1.058
H -2.735 -0.869 0.779
H -2.867 0.742 1.091
O -0.421 -2.451 -1.396
H -0.091 -3.344 -1.433
H 0.055 -1.934 -2.129
O 4.357 -0.837 -0.215
H 3.587 -0.641 0.337
H 5.060 -1.156 0.317
*
```

SMILES string = O.O.O.O.O.O.O
HOMO level = -9.788 eV
Kohn-Sham gap = 9.97 eV
LUMO level = 0.18 eV

---

Asked for calculated total energy across the records above, the calculation gives -1265.21889 -5772.36993 -1327.19141 -534.98141 Ha in order.